ORCA calculation (ωB97M-V/def2-TZVPD) on a cluster of 14 separate species, C50H136N8O14 in total in a non-equilibrium geometry.

Geometry as ORCA input:
```
! wB97M-V def2-TZVPD RIJCOSX def2/J DEFGRID3
* xyz 0 1
C -18.287 6.399 14.884
C -17.529 6.830 16.147
C -17.986 8.175 16.752
O -17.408 8.380 18.010
C -18.017 9.343 18.803
N -17.688 5.744 17.147
H -17.843 5.429 14.674
H -18.118 7.106 14.072
H -19.358 6.286 15.054
H -16.454 6.840 15.898
H -19.080 8.059 16.878
H -17.784 9.045 16.120
H -18.346 10.229 18.269
H -17.241 9.626 19.538
H -18.902 8.906 19.264
H -18.666 5.592 17.350
H -17.324 6.077 18.016
C -10.630 2.894 21.254
C -10.817 4.328 20.781
C -11.014 5.445 21.872
O -12.272 5.250 22.511
C -12.515 6.283 23.505
N -9.736 4.755 19.837
H -10.815 2.203 20.456
H -11.474 2.677 21.880
H -9.638 2.676 21.622
H -11.812 4.396 20.328
H -11.025 6.421 21.410
H -10.204 5.433 22.627
H -12.443 7.296 23.116
H -11.728 6.130 24.271
H -13.495 6.116 23.965
H -10.050 5.505 19.202
H -9.663 3.950 19.211
C -14.548 14.030 21.308
C -13.049 14.140 21.084
C -12.208 13.075 21.877
O -12.488 13.236 23.281
C -11.677 12.519 24.205
N -12.779 14.141 19.661
H -14.995 13.136 20.853
H -15.025 14.841 20.742
H -14.867 14.087 22.339
H -12.688 15.110 21.473
H -11.131 13.069 21.685
H -12.623 12.113 21.549
H -11.654 11.460 23.992
H -12.187 12.576 25.200
H -10.658 12.935 24.261
H -11.801 14.445 19.493
H -12.949 13.217 19.278
C -8.516 16.971 18.773
C -8.120 16.455 17.386
C -9.275 16.060 16.359
O -10.243 15.185 16.932
C -11.233 14.766 15.997
N -7.292 17.325 16.632
H -9.083 17.907 18.821
H -7.608 17.232 19.327
H -9.030 16.221 19.348
H -7.483 15.604 17.616
H -8.753 15.637 15.479
H -9.731 16.985 15.917
H -11.921 15.567 15.748
H -11.817 13.949 16.449
H -10.806 14.477 15.019
H -7.717 18.235 16.517
H -6.365 17.488 17.003
C -7.907 8.310 17.141
C -9.330 7.831 16.981
C -9.442 6.353 16.452
O -8.833 6.369 15.117
C -8.838 5.096 14.511
N -10.061 7.933 18.252
H -7.296 7.736 17.849
H -7.954 9.304 17.572
H -7.338 8.288 16.226
H -9.852 8.503 16.303
H -10.493 6.102 16.336
H -8.907 5.651 17.132
H -8.215 4.392 15.078
H -8.378 5.210 13.525
H -9.825 4.730 14.309
H -11.034 7.687 18.211
H -9.854 8.830 18.674
C -15.429 11.345 17.255
C -14.314 10.651 18.040
C -14.235 9.234 17.496
O -13.555 8.306 18.327
C -14.039 8.292 19.708
N -13.039 11.335 17.970
H -15.527 12.361 17.574
H -16.393 10.858 17.428
H -15.139 11.298 16.225
H -14.559 10.514 19.113
H -13.662 9.263 16.576
H -15.253 8.854 17.278
H -15.129 8.285 19.762
H -13.700 9.151 20.259
H -13.577 7.385 20.122
H -12.789 11.392 16.996
H -12.324 10.664 18.264
C -7.195 12.320 18.843
C -8.626 11.806 19.064
C -8.679 10.599 20.014
O -9.993 10.109 20.214
C -10.110 9.204 21.306
N -9.610 12.832 19.524
H -7.163 13.009 18.015
H -6.554 11.487 18.576
H -6.820 12.898 19.695
H -9.005 11.464 18.075
H -8.264 10.967 20.971
H -8.005 9.819 19.672
H -9.482 8.327 21.298
H -11.177 9.013 21.417
H -9.819 9.826 22.169
H -10.525 12.400 19.531
H -9.693 13.602 18.849
C -18.102 13.808 17.352
C -18.664 14.550 18.560
C -19.821 13.790 19.238
O -19.267 12.638 19.860
C -20.192 11.721 20.431
N -17.684 14.953 19.524
H -18.924 13.724 16.585
H -17.901 12.795 17.742
H -17.203 14.271 16.965
H -19.198 15.430 18.231
H -20.550 13.531 18.456
H -20.288 14.457 19.979
H -20.982 12.188 21.019
H -19.602 11.096 21.125
H -20.605 11.088 19.632
H -17.134 14.142 19.820
H -16.958 15.496 19.035
C -18.084 11.751 14.286
C -18.688 10.679 13.341
C -17.589 9.984 12.443
O -19.330 9.734 14.196
H -17.246 11.256 14.776
H -18.829 12.077 15.000
H -17.709 12.634 13.747
H -19.409 11.166 12.673
H -18.039 9.365 11.647
H -17.058 9.348 13.148
H -16.868 10.647 11.945
H -19.862 9.133 13.672
C -15.865 4.959 23.301
C -15.652 5.743 21.969
C -15.450 4.687 20.815
O -16.820 6.490 21.690
H -14.951 4.472 23.666
H -16.616 4.186 23.128
H -16.259 5.580 24.118
H -14.788 6.392 21.955
H -14.409 4.333 20.880
H -15.423 5.365 19.951
H -16.169 3.856 20.714
H -16.992 7.051 22.453
C -13.337 10.845 12.377
C -13.120 11.743 13.546
C -14.327 12.648 13.768
O -12.868 11.006 14.712
H -12.482 10.169 12.141
H -13.527 11.380 11.436
H -14.191 10.177 12.633
H -12.294 12.405 13.280
H -14.469 13.226 12.874
H -14.141 13.344 14.566
H -15.185 12.047 13.946
H -12.323 10.237 14.485
C -14.607 6.677 13.152
C -13.253 6.912 13.829
C -13.378 6.588 15.370
O -12.248 6.155 13.246
H -15.310 7.456 13.486
H -14.975 5.684 13.428
H -14.490 6.758 12.081
H -12.867 7.893 13.654
H -13.616 5.494 15.457
H -14.100 7.039 16.069
H -12.395 6.764 15.825
H -12.445 5.232 13.372
C -16.764 10.698 22.539
C -15.641 9.748 22.841
C -14.474 10.346 23.566
O -16.100 8.576 23.516
H -17.613 10.237 22.071
H -16.490 11.544 21.936
H -17.169 11.053 23.485
H -15.222 9.317 21.946
H -13.714 9.588 23.744
H -14.787 10.761 24.553
H -14.047 11.196 23.058
H -16.306 8.838 24.412
C -15.590 17.482 17.094
C -14.365 16.968 17.908
C -14.262 17.737 19.270
O -14.755 15.641 18.164
H -15.751 16.878 16.211
H -15.366 18.510 16.756
H -16.445 17.538 17.745
H -13.487 16.930 17.287
H -13.672 17.064 19.884
H -15.250 18.009 19.604
H -13.780 18.698 19.233
H -13.979 15.274 18.706
*
```

Calculated values
Kohn-Sham gap = 9.322 eV
HOMO = -8.74 eV
total energy = -3477.82594 Eh
LUMO = 0.58 eV
molecular weight = 1073.680 g/mol
max |F| = 0.059 Eh/bohr